Entry 1:
The following is a quantum chemistry calculation of C19H8Br8O5PtS as an isolated structure, from the Open Molecules 2025 dataset.

```
42
Properties=species:S:1:pos:R:3:forces:R:3:mulliken_charge:R:1
Pt -0.3990 1.4408 0.9454 -0.086 0.225 0.031 1.202
Br -5.9241 3.6243 -2.6566 0.005 0.000 0.003 -0.214
C -4.8071 2.9600 -1.2761 -0.004 -0.006 0.002 0.093
C -5.3417 2.5473 -0.0695 0.006 0.003 -0.002 0.195
Br -7.2093 2.6440 0.2453 0.005 0.000 0.000 -0.223
C -4.4922 2.0469 0.9313 -0.005 0.000 0.004 -0.079
Br -5.1489 1.4446 2.6023 0.002 0.003 -0.006 -0.168
C -3.1166 1.9584 0.7463 -0.004 -0.021 -0.054 0.408
O -2.2977 1.4777 1.6442 0.013 -0.063 -0.004 -0.905
C -2.5610 2.4091 -0.4953 -0.042 0.071 0.061 0.547
O -1.2630 2.3429 -0.6453 0.034 0.079 0.019 -0.924
C -3.4192 2.8835 -1.4803 0.004 -0.003 -0.005 -0.121
Br -2.6054 3.4064 -3.1080 -0.007 0.018 0.006 -0.152
Br 4.7734 -2.2733 3.6881 -0.011 -0.010 -0.008 -0.196
C 3.7784 -1.0730 2.6085 -0.017 0.035 0.032 0.051
C 4.3368 -0.5144 1.4738 -0.007 -0.015 -0.002 0.254
Br 6.1106 -0.9376 0.9568 -0.006 -0.003 0.004 -0.204
C 3.5751 0.3616 0.6840 -0.007 0.017 0.019 -0.183
Br 4.2667 1.1821 -0.8742 -0.031 -0.056 -0.013 -0.144
C 2.2583 0.6696 1.0042 0.016 -0.045 0.025 0.980
O 1.5011 1.4359 0.2624 -0.015 -0.018 0.007 -0.992
C 1.6806 0.0982 2.1829 0.130 0.137 0.102 0.171
O 0.4340 0.3905 2.4572 0.013 0.013 0.068 -0.972
C 2.4574 -0.7503 2.9617 0.048 0.070 0.030 -0.157
Br 1.6057 -1.5046 4.4762 0.008 0.005 -0.008 -0.140
C -1.4550 -0.3397 -2.2808 -0.005 -0.022 0.110 -0.806
S 0.3075 -0.0022 -2.4007 -0.050 -0.029 -0.076 0.782
O 0.7008 -0.4037 -3.7907 0.041 -0.023 -0.047 -0.753
C 0.8898 -1.3330 -1.3324 -0.008 0.014 0.042 0.297
C 0.3760 -1.5632 -0.0611 0.010 -0.191 -0.131 -0.315
C 0.9917 -2.4912 0.7665 -0.032 -0.080 -0.097 -0.699
C 2.1104 -3.1873 0.3282 -0.003 -0.005 0.010 -0.581
C 2.6074 -2.9632 -0.9478 0.027 0.021 0.009 -0.426
C 1.9998 -2.0337 -1.7805 0.006 0.020 -0.017 -0.747
H -1.6458 -1.3604 -2.6101 0.020 -0.002 -0.011 0.445
H -1.9439 0.3859 -2.9290 0.013 0.000 -0.008 0.267
H -1.7814 -0.1720 -1.2549 0.001 -0.026 -0.022 0.126
H -0.4515 -0.9784 0.3185 -0.046 -0.085 -0.032 0.640
H 0.6169 -2.6351 1.7726 -0.025 -0.010 -0.022 0.460
H 2.6107 -3.8808 0.9934 0.002 -0.006 0.008 0.346
H 3.4932 -3.4880 -1.2847 0.001 -0.011 -0.009 0.389
H 2.3803 -1.8248 -2.7716 0.008 -0.004 -0.019 0.447
```
Positions in Å, forces in eV/Å.

The spin multiplicity is 1. The value obtained for the HOMO-LUMO gap is 0.2105 Eh. Its total energy is -604494.798 eV. The energy above the lowest of the compared OMol25 structures with the same formula, charge and spin comes out at 0.0 kcal per mole. Its total charge is -2.

Entry 2:
The following is a quantum chemistry calculation of C36H84N11O12Pt as an isolated structure, from the Open Molecules 2025 dataset.

```
144
Properties=species:S:1:pos:R:3:forces:R:3:mulliken_spin:R:1
Pt 3.1993 2.9218 -1.6699 -1.484 -1.335 -0.121 1.567
C -0.0565 0.4459 -2.0126 -0.989 0.253 -0.679 -0.031
C 0.7370 0.5241 -0.7198 -0.050 0.629 -0.228 0.018
C 1.1205 -0.8869 -0.2551 0.951 -0.371 -0.400 0.003
O 1.7899 1.4283 -0.7832 1.126 0.089 0.833 0.197
H -0.0698 1.3639 -2.6076 0.429 0.143 0.561 0.011
H -1.1332 0.3188 -1.8473 0.151 -0.607 0.322 0.000
H 0.2942 -0.3331 -2.6988 0.055 -0.128 0.136 0.005
H 0.1056 0.9018 0.0949 -0.623 0.118 -0.116 0.014
H 2.0596 -1.1898 -0.7340 -0.096 0.165 0.062 0.005
H 0.4284 -1.6849 -0.5406 -0.425 0.314 0.165 0.002
H 1.2920 -0.9338 0.8186 -0.073 0.036 0.093 0.001
C -5.3039 -1.7132 2.2952 0.492 -0.013 0.279 0.000
O -6.3234 -1.6876 2.9343 -0.926 0.069 0.221 0.000
N -4.7041 -2.8218 1.8374 0.562 -0.386 -0.806 0.000
C -3.4895 -2.7395 1.0604 -0.281 -0.347 -0.320 0.000
C -5.3457 -4.1106 1.8646 -0.709 -0.634 0.604 0.000
H -4.7011 -0.8137 2.1120 0.048 0.197 -0.206 0.000
H -2.7148 -3.3991 1.4538 0.005 0.133 0.164 0.000
H -3.1383 -1.7096 1.0182 0.042 -0.053 -0.061 0.000
H -3.7279 -3.1096 0.0586 0.256 0.281 -0.170 0.000
H -5.2417 -4.7121 0.9577 0.409 0.478 -0.226 0.000
H -4.9601 -4.7254 2.6836 -0.042 0.051 0.022 0.000
H -6.4209 -3.9954 2.0003 0.084 0.186 0.235 0.000
C -0.2700 -4.9356 5.0921 0.229 0.974 0.088 0.000
O -1.2562 -5.6182 4.9785 -0.178 -0.697 0.037 0.000
N -0.0778 -3.7665 4.4380 0.670 0.155 -0.700 0.000
C 1.1035 -2.9664 4.6193 0.140 0.826 0.103 0.000
C -0.9099 -3.3894 3.3266 -0.808 0.126 0.534 0.000
H 0.5877 -5.0921 5.7631 -0.175 -0.543 0.293 0.000
H 1.6817 -3.2118 5.5077 -0.215 -0.298 0.078 0.000
H 0.7658 -1.9337 4.7412 0.105 0.088 0.150 0.000
H 1.7984 -2.9595 3.7726 -0.165 -0.378 -0.181 0.000
H -1.8506 -3.9257 3.4446 0.100 -0.237 -0.316 0.000
H -1.1849 -2.3329 3.3867 0.254 0.125 0.021 0.000
H -0.4407 -3.5798 2.3578 0.009 -0.125 0.006 0.000
C 1.5715 1.8189 -4.3654 -0.359 -0.284 -0.747 -0.008
O 2.4950 2.1284 -3.6272 0.601 0.298 -0.143 0.068
N 1.7004 1.0923 -5.4754 -0.152 -0.269 -0.194 0.000
C 0.5497 0.6166 -6.2145 -0.073 -0.182 -0.975 0.002
C 2.9430 0.4958 -5.9306 0.354 -0.359 0.707 0.000
H 0.5201 2.0939 -4.2305 0.135 0.337 0.288 -0.001
H 0.7528 0.7857 -7.2763 -0.129 0.116 0.027 0.000
H -0.3938 1.1102 -5.9912 0.179 0.149 0.376 0.000
H 0.4247 -0.4667 -6.1299 0.036 0.048 0.367 0.000
H 3.1080 0.6475 -6.9955 -0.096 0.268 0.023 0.000
H 3.7714 0.8816 -5.3406 -0.003 0.188 -0.136 -0.001
H 2.9016 -0.5822 -5.7500 -0.045 -0.048 -0.063 0.000
C -2.4600 -1.5094 6.3455 -0.137 0.582 -0.261 0.000
O -1.2743 -1.3633 6.5689 0.076 -0.252 -0.100 0.000
N -3.1606 -0.7587 5.4471 0.474 -0.820 0.291 0.000
C -2.4780 0.2925 4.7328 -0.297 0.552 0.445 0.000
C -4.6233 -0.6702 5.5028 1.100 0.524 -0.318 0.000
H -3.0874 -2.2556 6.8534 0.028 -0.056 0.052 0.000
H -2.9634 0.4217 3.7649 0.012 0.101 0.002 0.000
H -1.4106 0.1630 4.5934 0.034 -0.699 0.057 0.000
H -2.5426 1.2113 5.3312 -0.201 0.201 -0.282 0.000
H -5.0156 -1.5063 6.0716 -0.154 -0.064 -0.137 0.000
H -4.8663 0.2762 5.9965 -0.347 -0.099 0.010 0.000
H -4.9736 -0.6538 4.4714 -0.464 -0.111 0.404 0.000
C 1.2252 -3.5149 -3.3397 0.761 -0.326 -0.672 -0.001
O 2.0710 -2.9651 -4.0281 0.210 0.851 0.044 0.000
N 0.6097 -4.6194 -3.7629 -1.156 -0.519 0.354 0.000
C 0.8211 -5.1780 -5.0814 0.975 -0.667 0.004 0.000
C -0.3716 -5.3697 -2.9937 -0.564 0.022 -0.607 0.000
H 0.9923 -3.1657 -2.3295 -0.330 -0.118 0.164 0.000
H 1.5883 -4.6533 -5.6414 -0.187 0.383 0.124 0.000
H -0.0951 -5.2714 -5.6627 -0.128 0.228 0.126 0.000
H 1.2281 -6.1851 -4.9376 -0.188 -0.081 -0.128 0.000
H -0.7352 -4.8554 -2.1108 0.354 0.141 0.196 0.000
H -1.2410 -5.5087 -3.6435 -0.103 0.027 0.105 0.000
H -0.0352 -6.3805 -2.7624 0.287 0.111 0.237 0.000
C 5.5715 0.7927 -2.5580 0.516 -0.331 -0.465 0.010
O 4.8222 1.4700 -1.8671 -0.153 0.317 0.402 0.029
N 5.3561 -0.4711 -2.8813 -0.017 0.210 -0.424 0.009
C 6.3046 -1.2156 -3.6910 -0.054 -0.919 0.282 -0.001
C 4.0613 -1.0691 -2.6159 -0.215 -0.714 -0.283 -0.011
H 6.5187 1.1758 -2.9573 0.069 0.184 0.139 0.002
H 7.1676 -0.6442 -4.0209 -0.108 0.301 0.205 0.000
H 5.8324 -1.6610 -4.5677 -0.188 0.234 -0.033 0.001
H 6.6442 -2.0550 -3.0801 0.246 -0.012 -0.139 0.000
H 3.3607 -0.7998 -3.3980 -0.305 0.472 0.080 0.001
H 4.0842 -2.1526 -2.7357 0.456 0.010 0.291 -0.001
H 3.6812 -0.8123 -1.6323 0.142 0.269 -0.121 0.006
C 5.5466 -1.9081 3.0561 0.463 0.123 -0.080 0.000
O 5.6029 -2.3680 4.1770 -0.151 -0.128 -0.234 0.000
N 4.6549 -0.9889 2.6358 -0.760 0.678 0.323 0.000
C 4.6670 -0.3082 1.3487 0.083 -1.656 -0.320 0.001
C 3.5535 -0.5781 3.4792 -0.239 0.346 0.450 0.000
H 6.2440 -2.1898 2.2429 0.067 -0.017 0.162 0.000
H 5.4966 -0.7192 0.7691 0.044 0.199 -0.067 0.000
H 4.7259 0.7783 1.3476 0.023 0.048 0.443 0.000
H 3.7445 -0.6302 0.8662 -0.049 0.475 -0.429 -0.002
H 3.7760 0.4140 3.8869 -0.285 0.030 0.008 0.000
H 2.6242 -0.5539 2.9055 0.106 0.280 -0.270 0.000
H 3.3160 -1.2271 4.3195 0.705 -0.247 -0.051 0.000
C 0.7896 5.1443 -2.0069 -0.026 1.177 -0.648 0.014
O 1.6218 4.4837 -1.3880 -0.708 -0.467 0.319 0.015
N -0.5409 5.0965 -2.0364 -0.579 0.355 1.221 0.011
C -1.2904 6.1805 -2.6566 -0.309 -0.096 -1.087 -0.001
C -1.4216 4.1396 -1.3478 1.059 -0.421 -0.417 -0.003
H 1.0943 5.9829 -2.6535 0.434 -0.095 0.063 -0.001
H -2.0746 6.5996 -2.0278 0.154 -0.294 0.380 0.000
H -1.7828 5.7377 -3.5288 -0.106 0.408 -0.075 0.001
H -0.6850 7.0280 -2.9723 0.309 -0.279 -0.042 0.000
H -0.9619 3.8086 -0.4207 0.074 -0.044 -0.060 -0.001
H -2.3954 4.5784 -1.1533 0.058 0.111 0.005 0.000
H -1.5264 3.2896 -2.0276 -0.250 -0.177 0.309 0.002
C 4.2925 4.2283 1.0535 0.606 -0.209 1.143 0.014
O 4.2607 3.4131 0.1266 0.124 0.337 -0.260 0.032
N 3.4548 4.2372 2.0840 0.034 -0.245 -1.245 0.014
C 2.3916 3.2445 2.0858 -1.155 0.024 0.832 0.007
C 3.6950 5.0480 3.2522 0.351 -0.068 0.810 -0.001
H 5.1636 4.8862 1.1885 -0.220 0.199 -0.276 0.001
H 1.9651 2.9673 1.1204 0.769 0.051 -0.312 -0.006
H 1.5253 3.6367 2.6279 0.256 0.155 0.241 0.000
H 2.7206 2.3526 2.6197 0.042 -0.118 -0.132 0.001
H 2.8800 5.7463 3.4263 0.003 0.050 0.008 0.000
H 3.8410 4.4265 4.1407 -0.468 -0.207 -0.082 0.000
H 4.6506 5.5715 3.2167 -0.162 0.213 -0.592 0.000
C -4.9240 3.9262 1.3963 0.650 -1.069 -1.539 0.000
O -5.3299 3.7982 0.2487 -0.172 0.446 0.668 0.000
N -3.7587 3.3386 1.7927 -0.979 0.832 0.930 0.000
C -3.3199 3.4629 3.1741 0.557 -0.137 0.089 0.000
C -2.9844 2.4321 0.9893 1.123 0.412 0.226 0.001
H -5.4292 4.4947 2.1871 -0.028 0.073 -0.057 0.000
H -3.9306 4.1151 3.7945 -0.456 -0.068 -0.348 0.000
H -2.3214 3.9118 3.2260 0.085 -0.191 -0.138 0.000
H -3.2783 2.4773 3.6444 -0.019 0.219 0.007 0.000
H -3.0665 1.4091 1.3539 -0.104 -0.157 -0.162 -0.001
H -3.0852 2.4888 -0.0875 -0.950 0.072 0.055 0.000
H -1.9545 2.7697 1.1193 0.315 -0.434 0.281 0.000
C -4.5651 0.3751 -1.3646 -0.954 -1.034 -0.895 0.000
O -5.1921 -0.2899 -0.5706 0.219 0.323 0.825 0.000
N -3.9096 -0.1907 -2.4109 0.184 1.015 -0.774 0.000
C -3.3755 0.6561 -3.4625 1.036 -0.282 0.219 0.000
C -3.8884 -1.6002 -2.6461 -0.445 -0.916 -0.865 0.000
H -4.5904 1.4678 -1.4403 0.093 0.203 0.405 0.000
H -2.2953 0.4667 -3.4922 -0.029 0.243 -0.305 -0.001
H -3.5239 1.7123 -3.2455 -0.134 -0.022 0.136 0.000
H -3.7529 0.4507 -4.4647 -0.417 -0.197 0.144 0.000
H -4.2657 -1.8635 -3.6450 -0.064 0.521 -0.077 0.000
H -2.8815 -2.0317 -2.6617 0.019 0.112 0.598 0.000
H -4.5899 -2.1129 -1.9941 0.401 0.065 0.482 0.000
```
Positions in Å, forces in eV/Å.

The spin multiplicity is 3. The value obtained for the HOMO-LUMO gap (spin up / spin down) is 0.3113 / 0.2588 Eh. Its total energy is -82892.671 eV. Its total charge is +1. The expectation value of S² is 2.006.

Entry 3:
The following is a quantum chemistry calculation of a 13-piece molecular cluster, CH27NO14 overall, from the Open Molecules 2025 dataset.

```
43
Properties=species:S:1:pos:R:3:forces:R:3:mulliken_charge:R:1
N 0.6791 -2.7392 2.6428 4.714 5.021 5.920 -0.388
H 1.2729 -1.9746 2.1378 -1.320 -0.907 0.923 0.249
H 1.3574 -3.3936 3.0215 0.357 -0.292 -0.175 0.419
H 0.1989 -3.1744 1.9968 -4.138 -2.674 -4.199 0.238
H 0.2074 -2.3474 3.5707 0.526 -0.576 -3.120 0.399
C 0.2442 0.5567 -0.0362 -2.706 0.003 0.273 0.659
O 1.1014 -0.2607 0.1347 2.125 -3.688 0.714 -0.600
O 0.7156 1.7531 -0.4164 -5.828 1.457 1.469 -0.586
O -1.0375 0.3092 0.1608 3.389 1.794 -0.529 -0.522
H 1.5159 1.6990 -0.8157 4.391 -0.496 -1.726 0.236
O 3.2916 1.9656 -1.6567 -0.230 2.589 -1.549 -0.622
H 3.4911 2.8993 -2.0086 -0.420 -2.166 0.801 0.298
H 3.8339 1.8537 -0.8931 0.751 -0.180 0.948 0.275
O -2.7814 -2.4869 -0.0370 -4.602 0.264 0.616 -0.646
H -1.8837 -2.5578 -0.0697 4.200 -0.615 -0.352 0.373
H -3.1371 -3.2086 0.4876 -0.004 -0.050 -0.066 0.268
O -0.2607 -2.9833 -0.6223 1.349 5.039 6.496 -0.653
H -0.2918 -3.3939 -1.3782 -0.313 -3.647 -6.649 0.235
H 0.1073 -2.0693 -0.8116 -0.396 -1.268 0.479 0.281
O -1.0889 0.0478 2.6587 -0.412 -1.695 2.988 -0.747
H -1.0563 -0.0481 1.6965 -0.632 -0.263 -0.723 0.320
H -1.6700 -0.6518 3.0993 0.839 1.749 -1.485 0.306
O -4.0532 -0.3551 1.2625 1.686 -1.855 -0.438 -0.669
H -3.3149 -0.9633 0.8769 -2.005 1.491 0.665 0.353
H -3.7977 0.5142 0.9658 0.109 0.415 -0.229 0.377
O 2.3143 -0.3674 -2.6914 -3.237 1.639 0.955 -0.617
H 2.6716 0.5755 -2.5469 -0.876 -1.940 -0.361 0.411
H 1.2603 -0.2826 -2.4857 4.085 -0.202 -0.832 0.268
O 1.0028 2.2699 -4.0221 -0.538 -1.506 -0.752 -0.613
H 0.3606 1.5971 -3.7166 0.430 0.538 -0.410 0.331
H 1.0669 2.8534 -3.2943 -0.029 1.105 1.170 0.304
O -2.4720 -0.3634 -1.8202 -1.174 -2.972 0.545 -0.700
H -3.0208 -1.2461 -1.5995 2.098 3.212 -0.568 0.328
H -1.7871 -0.2465 -1.0930 -1.461 -0.178 -0.838 0.172
O -1.6615 3.0056 0.0360 1.961 -0.914 -0.462 -0.779
H -0.9711 2.2747 0.0517 -1.332 1.645 -0.818 0.398
H -2.2025 2.6039 0.6875 -1.539 -0.168 1.027 0.346
O 3.5272 -1.1479 0.6944 -0.143 0.092 1.515 -0.697
H 4.0888 -1.5738 0.0581 -0.247 -0.077 -0.747 0.297
H 2.6652 -0.8377 0.3586 0.457 -0.043 -0.733 0.690
O -0.0008 4.3136 1.7719 1.485 0.612 3.070 -0.683
H -0.0582 3.7220 2.5599 0.038 0.738 -1.065 0.297
H -0.4268 3.8593 1.0851 -1.404 -1.032 -1.748 0.392
```
Positions in Å, forces in eV/Å.

The spin multiplicity is 1. The value obtained for the HOMO-LUMO gap is 0.3052 Eh. Its total energy is -31628.251 eV. The energy above the lowest of the compared OMol25 structures with the same formula, charge and spin comes out at 118.1 kcal per mole.

Going through the records in order, we get maximum force values of 0.24, 2.00, 9.08 eV/A.